1.
A molecular structure, C28H42Br2N5O2Ti in a non-equilibrium geometry. Source: the Open Molecules 2025 dataset; level of theory: ωB97M-V with the def2-TZVPD basis set.

Cartesian coordinates (Å):
Ti: 0.4627 0.0780 0.2138
C: 2.9966 0.8735 0.3019
C: 3.1173 -0.4924 0.0031
C: 2.4342 -1.2266 0.9840
C: 1.8693 -0.3074 1.9086
C: 2.2236 1.0039 1.4782
C: 2.2267 2.2000 2.3856
C: 1.3879 -0.6442 3.2922
C: 2.4685 -2.7159 1.1285
C: 3.9512 -1.0627 -1.0931
C: 3.8136 1.9557 -0.3375
H: 1.3739 2.2142 3.0630
H: 2.2382 3.1468 1.8407
H: 3.1222 2.1869 3.0117
H: 2.2271 -0.7417 3.9844
H: 0.8388 -1.5871 3.3226
H: 0.7338 0.1308 3.6956
H: 3.4699 -3.0354 1.4262
H: 2.2345 -3.2398 0.1968
H: 1.7844 -3.0733 1.8962
H: 5.0112 -1.0040 -0.8340
H: 3.8311 -0.5154 -2.0329
H: 3.7277 -2.1174 -1.2650
H: 4.8525 1.8509 -0.0133
H: 3.5035 2.9547 -0.0446
H: 3.8224 1.9057 -1.4280
Br: -3.8834 3.3512 4.1384
C: -2.6152 2.4950 3.0991
C: -1.6328 3.2163 2.4515
C: -0.7300 2.5215 1.6698
N: -0.7572 1.1953 1.5107
C: -1.6769 0.5081 2.1939
C: -2.6365 1.1099 2.9749
C: -1.6039 -0.9797 2.0227
C: -2.3739 -1.8389 2.7642
C: -2.2674 -3.2047 2.5161
Br: -3.2866 -4.3977 3.4982
C: -1.4089 -3.6489 1.5346
C: -0.6605 -2.7086 0.8459
N: -0.7370 -1.3966 1.0881
H: -1.5603 4.2906 2.5452
H: 0.0645 3.0360 1.1621
H: -3.3896 0.5295 3.4863
H: -3.0440 -1.4765 3.5288
H: -1.3083 -4.6990 1.3014
H: 0.0134 -3.0109 0.0632
C: -3.2596 -0.4220 -0.4974
N: -2.0891 0.1413 -1.1760
C: -2.0196 -0.5245 -2.4781
C: -2.2984 1.5800 -1.3423
C: -1.1922 2.3095 -2.0748
N: 0.1819 2.0758 -1.5323
C: 1.0496 1.5793 -2.6294
C: 0.7522 3.3924 -1.1603
H: -4.1520 -0.3587 -1.1318
H: -3.4707 0.1353 0.4122
H: -3.0857 -1.4697 -0.2521
H: -2.8895 -0.2614 -3.0949
H: -2.0079 -1.6013 -2.3330
H: -1.1273 -0.2386 -3.0223
H: -2.4206 2.0063 -0.3438
H: -3.2359 1.7895 -1.8795
H: -1.4355 3.3707 -1.9953
H: -1.1911 2.0929 -3.1439
H: 1.1555 2.3454 -3.4032
H: 0.6185 0.6927 -3.0747
H: 2.0326 1.3250 -2.2405
H: 0.9218 3.9994 -2.0543
H: 1.6943 3.2601 -0.6435
H: 0.0648 3.9410 -0.5237
N: 1.0457 -3.1470 -4.4040
C: 1.5035 -1.9930 -3.5512
C: 0.6720 -2.0606 -2.2722
O: -0.0823 -3.0401 -2.1880
O: 0.8702 -1.1368 -1.4441
H: 1.8072 -3.7653 -4.6809
H: 0.5466 -2.8582 -5.2445
H: 0.3931 -3.6284 -3.7455
H: 1.3772 -1.0506 -4.0758
H: 2.5547 -2.1236 -3.3154

Forces on atoms 1 to 3 (eV/Å):
Ti 1.809 0.349 -1.823
C -0.178 0.401 -0.068
C -0.167 -0.045 -0.154

Output
- Highest occupied orbital energy (spin up / spin down): -13.20 / -13.16 eV
- Expectation value of S²: 0.757
- Multiplicity: 2
- Relative energy (zero: lowest compared OMol25 entry of this formula, charge and spin): 0.0 kJ/mol
- Total charge: +2

2.
A molecular structure, C24H41Cl4O9OsSe2Si. Source: the Open Molecules 2025 dataset; level of theory: ωB97M-V with the def2-TZVPD basis set.

Cartesian coordinates (Å):
Os: -0.4916 1.5904 -0.0738
Cl: 5.4617 2.8938 3.4132
C: 3.8125 2.6011 2.9711
C: 2.8218 2.6093 3.9468
Cl: 3.2139 2.9040 5.6088
C: 1.4935 2.3979 3.5697
Cl: 0.2103 2.4455 4.7345
C: 1.1689 2.1426 2.2495
O: -0.0910 1.9309 1.8497
C: 2.1619 2.1067 1.2496
O: 1.7884 1.8593 0.0245
C: 3.4824 2.3640 1.6370
Cl: 4.6786 2.4417 0.3847
O: 1.3720 2.6919 -2.6296
C: 0.8853 3.9714 -2.9323
C: -0.6478 3.9739 -3.1163
C: -0.8806 4.9531 -4.2837
O: -2.2360 5.3145 -4.5279
C: -1.2049 2.6173 -3.5282
Se: -1.2378 1.0844 -2.3050
C: -1.4145 4.5140 -1.9037
Se: -0.8282 3.9654 -0.1350
H: 1.8366 2.6542 -1.7757
H: 1.3589 4.3050 -3.8655
H: 1.1280 4.7092 -2.1603
H: -0.4264 4.5394 -5.1914
H: -0.3690 5.8907 -4.0551
H: -2.7461 4.5078 -4.6533
H: -0.6838 2.2430 -4.4110
H: -2.2588 2.7428 -3.7883
H: -2.4776 4.2967 -1.9925
H: -1.3120 5.6002 -1.8687
C: -2.0397 -4.0926 -2.2158
C: -1.7988 -3.7008 -0.7637
C: -1.5185 -4.9384 0.0790
C: -2.9941 -2.9296 -0.2191
O: -0.6572 -2.8628 -0.7777
Si: 0.0401 -1.8692 0.3364
O: -0.4992 -0.3723 0.1026
O: -0.3233 -2.4842 1.8080
C: -0.2433 -1.9619 3.1373
C: -0.3724 -3.1662 4.0563
C: 1.0995 -1.2696 3.3363
C: -1.3969 -0.9980 3.3639
O: 1.6529 -2.0289 0.1779
C: 2.5369 -1.8840 -0.9369
C: 2.8541 -3.2905 -1.4289
C: 1.9039 -1.0504 -2.0446
C: 3.7769 -1.1892 -0.4050
H: -2.8957 -4.7673 -2.3017
H: -1.1558 -4.5942 -2.6144
H: -2.2290 -3.2013 -2.8168
H: -2.3981 -5.5866 0.0941
H: -1.2625 -4.6602 1.1040
H: -0.6809 -5.4954 -0.3475
H: -3.8974 -3.5447 -0.2484
H: -3.1544 -2.0354 -0.8249
H: -2.8150 -2.6222 0.8139
H: 0.4389 -3.8735 3.8737
H: -1.3224 -3.6733 3.8746
H: -0.3360 -2.8540 5.1023
H: 1.9146 -1.9819 3.1961
H: 1.1651 -0.8385 4.3382
H: 1.2340 -0.4616 2.6126
H: -2.3476 -1.5274 3.2493
H: -1.3641 -0.1753 2.6508
H: -1.3515 -0.5754 4.3684
H: 1.9385 -3.7844 -1.7622
H: 3.2901 -3.8776 -0.6182
H: 3.5609 -3.2600 -2.2621
H: 0.9617 -1.4892 -2.3833
H: 2.5869 -0.9968 -2.8960
H: 1.7111 -0.0317 -1.7015
H: 4.2366 -1.7867 0.3864
H: 3.5076 -0.2166 0.0046
H: 4.5094 -1.0399 -1.2023
C: -4.0147 0.5200 1.3489
O: -3.2995 1.4514 0.5497
H: -3.9473 -0.4929 0.9526
H: -5.0668 0.7997 1.4538
H: -3.5506 0.5329 2.3331
H: -3.5561 1.3663 -0.3759

Forces on atoms 1 to 3 (eV/Å):
Os 0.167 -0.338 0.218
Cl -0.051 -0.009 -0.028
C 0.028 -0.005 0.084

Output
- Highest occupied orbital energy (spin up / spin down): -4.92 / -4.98 eV
- Expectation value of S²: 6.025
- Multiplicity: 5
- Total charge: -1

3.
C3H8N2OS in the gas phase in a non-equilibrium geometry. Source: the Open Molecules 2025 dataset; level of theory: ωB97M-V with the def2-TZVPD basis set.

Cartesian coordinates (Å):
C: 0.9760 1.0282 2.3678
C: -0.0399 -0.4072 -0.5181
C: 0.0772 -1.6744 -1.2403
H: 0.8298 2.0492 2.8197
H: 0.8322 0.2099 3.1156
H: 2.0534 0.9017 2.0212
H: 0.4009 -1.4185 -2.2202
H: -0.8462 -2.2666 -1.3875
H: 0.9288 -2.2589 -0.7846
H: -0.9701 1.3687 -0.2596
H: -2.6559 0.4399 -2.3568
N: 0.5289 -0.3804 0.6056
N: -0.7803 0.6629 -0.9230
O: 0.0688 0.7977 1.2952
S: -1.4036 0.9479 -2.5348

Forces on atoms 1 to 3 (eV/Å):
C 1.130 -0.616 0.467
C -0.908 0.073 0.058
C 1.117 -1.014 -0.619

Output
- Highest occupied orbital energy: -8.67 eV
- SMILES: CO/N=C(/C)NS
- Multiplicity: 1
- Relative energy (zero: lowest compared OMol25 entry of this formula, charge and spin): 324.8 kJ/mol